A structure of composition C4H5N3O3 in a non-equilibrium geometry, computed with ωB97M-V with the def2-TZVPD basis set.

Each line ends with the Löwdin charge.
CARTESIAN COORDINATES (ANGSTROEM)
C: -1.056 -2.127 -1.500  -0.0600
C: -0.073 -1.182 -1.363  -0.1045
C: 0.611 0.464 0.324  0.0594
C: 1.027 1.442 1.060  -0.4641
N: -2.005 -2.037 -0.594  -0.1464
N: -0.174 -0.381 -0.281  -0.1565
N: 0.835 2.719 0.711  0.1330
O: -1.292 -0.812 0.370  0.0214
O: 1.888 1.368 2.128  0.0415
O: -3.222 -2.231 -0.472  -0.0020
H: -1.028 -2.813 -2.315  0.1310
H: 1.026 -1.223 -1.663  0.1439
H: 0.322 2.887 -0.201  0.1561
H: 0.853 3.441 1.371  0.0857
H: 2.289 0.486 2.426  0.1614

Properties
electronic energy	-14832.6842	eV
ΔE to the lowest compared entry with this formula, charge and spin	233.1	kcal/mol
lowest unoccupied orbital energy	0.075	eV